Record 1
C13H17NO | ωB97M-V/def2-TZVPD

Geometry as XYZ:
```
32
Properties=species:S:1:pos:R:3:forces:R:3:lowdin_charge:R:1
O 0.6436 2.5613 -0.1441 2.263 0.255 -0.479 0.0070
N 1.2304 -2.0854 -0.0359 0.992 0.973 0.709 0.1299
C -0.8533 -2.5072 -1.2652 -3.472 3.001 4.233 0.0003
C 1.0171 0.2459 -0.0068 -1.342 -1.298 0.246 -0.0766
C -0.2206 -1.7792 -0.0257 1.915 -0.732 -0.787 -0.5642
C -2.2418 0.7783 0.0465 6.058 -1.669 1.710 -0.1660
C -0.9374 -2.4095 1.2323 0.411 6.380 -0.089 0.0016
C 3.7972 0.5283 0.1227 -1.930 -1.265 -0.718 -0.0833
C 1.6172 1.5687 -0.0419 -0.206 -1.011 -0.858 -0.2353
C -2.1047 1.5493 -1.1950 1.135 -0.422 -1.099 -0.1313
C -0.2657 -0.2968 -0.0498 -2.077 2.618 0.390 0.1074
C 3.0006 1.6837 -0.1689 -3.263 1.002 0.881 -0.0168
C 1.8972 -0.9349 0.0168 -2.286 -1.855 0.126 -0.2639
C -2.0344 1.5929 1.3312 3.828 -0.880 -0.258 -0.0930
C 3.2893 -0.7349 0.1838 2.336 -0.751 0.215 -0.0373
H -1.0787 2.2831 1.3555 -1.943 -1.324 -0.878 0.1137
H -0.4348 -1.8917 2.1624 -1.336 -1.357 -1.556 0.1288
H 4.8153 0.5838 0.2324 2.331 0.619 0.226 0.0725
H -2.3306 0.8056 -1.9646 -0.412 0.707 -0.507 0.0752
H -0.3452 -2.4278 -2.1006 2.606 1.231 -4.188 0.0204
H -1.9776 -1.9971 0.9981 1.008 -1.279 1.202 0.0913
H -1.8961 1.1037 2.2922 -0.509 -0.767 -0.216 0.0712
H -2.8058 -0.1458 0.0015 -0.445 0.362 0.417 0.0849
H -2.8460 2.3356 -1.0642 0.042 0.510 -0.929 0.0827
H -1.0236 1.8938 -1.4383 -2.226 -0.115 0.842 0.1024
H 3.3001 2.7208 -0.3119 0.843 -0.376 0.122 0.1061
H 4.0130 -1.6078 0.3785 -1.432 1.400 -0.360 0.1382
H 1.1208 3.2909 -0.5822 -0.571 0.105 0.367 0.1188
H -2.8434 2.1914 1.3730 -2.876 2.405 0.565 0.0207
H -1.8692 -1.9683 -1.3227 1.141 -1.448 -0.450 0.1080
H -0.7444 -3.3925 1.1102 0.029 -3.285 0.308 0.0260
H -0.8885 -3.5379 -1.1196 -0.612 -1.735 0.812 0.0605
```
Forces are in eV/Å.

As for the LUMO energy (spin up / spin down): -0.0043 / -0.0044 Ha.

Record 2
C13H21N7O6P2Rh | ωB97M-V/def2-TZVPD

Geometry as XYZ:
```
50
Properties=species:S:1:pos:R:3:forces:R:3:lowdin_charge:R:1
Rh 0.0509 -1.1622 0.3778 -0.330 -0.441 0.484 1.2015
P -1.7964 -2.9121 0.9050 -0.357 0.051 -0.802 0.2932
P -2.1509 -1.1135 -1.4828 -0.012 -0.104 -0.322 0.3470
O -0.5499 -3.3206 0.1557 0.074 0.461 -0.153 -0.3209
O -1.5542 -1.7331 1.8093 0.106 0.010 0.191 -0.3221
O -1.4633 -0.1512 -0.4969 0.841 -0.103 0.313 -0.3578
O -2.5563 -4.1576 1.5112 -0.134 0.111 -0.009 -0.0779
O -3.2584 -0.2558 -2.2082 -0.277 -0.193 0.019 -0.0696
O -1.3396 -1.8758 -2.4469 0.007 -0.073 -0.147 -0.2598
N 2.2680 2.1676 1.5516 -0.108 -0.106 0.041 -0.0279
N 1.4636 -1.1080 -0.9476 0.205 -0.005 0.515 0.0462
N -2.9513 -3.6380 -1.4094 -0.104 -0.173 0.140 0.1829
N 0.7678 0.3868 1.3550 0.004 0.322 -0.409 -0.0816
N 1.3072 -1.9074 -5.2803 -0.027 -0.017 -0.009 0.1766
N 1.0786 1.8457 -0.4099 -0.091 -0.217 0.018 0.1056
N 2.6479 2.0795 -3.7461 0.099 -0.180 -0.214 0.1756
C 2.5795 1.7393 2.9103 0.051 0.003 0.006 -0.1254
C -2.9854 -2.4477 -0.4586 0.244 -0.027 0.021 -0.4778
C 1.6917 2.9815 -1.0945 0.153 0.177 0.111 -0.1681
C 0.7064 0.1392 2.7959 0.067 -0.014 0.186 -0.2092
C 1.5405 -1.1995 -4.4056 0.005 -0.051 -0.029 -0.2001
C 2.3096 0.9957 -3.5567 0.004 0.022 -0.292 -0.1904
C 2.9979 3.2910 0.9676 0.027 0.084 -0.013 -0.1225
C -4.3946 -2.1483 0.0107 -0.026 -0.006 0.039 -0.0623
C 1.3788 1.4600 0.8368 -0.208 0.074 0.065 -0.3351
C 1.8389 -0.3246 -3.3227 -0.022 -0.092 0.362 -0.2226
C 2.1413 3.9965 -0.0638 -0.046 0.017 -0.027 -0.1408
C 1.2932 1.3025 3.5791 -0.065 -0.032 -0.017 -0.1412
C 1.6314 -0.7278 -2.0470 -0.141 0.005 -0.776 -0.1466
H 0.5979 2.1446 3.5877 -0.012 -0.022 0.008 0.1284
H -0.3353 -0.0291 3.0744 0.066 0.016 -0.005 0.1037
H 0.3344 1.3320 -0.8598 0.023 0.121 0.079 0.1091
H 3.0215 2.5895 3.4269 0.017 -0.019 -0.008 0.1277
H -5.0395 -1.8650 -0.8228 0.004 -0.001 -0.003 0.0893
H -4.3661 -1.3151 0.7128 -0.009 0.011 0.007 0.1007
H -3.7930 -3.6822 -1.9881 0.069 0.027 0.015 0.1752
H 1.4630 0.9970 4.6102 0.033 -0.003 0.004 0.1261
H 3.3156 0.9287 2.9016 -0.002 0.010 0.003 0.1389
H -2.1254 -3.4611 -2.0236 0.060 -0.002 -0.082 0.1256
H -3.5089 0.5768 -1.7986 -0.037 0.180 0.135 0.1027
H 1.2789 4.4591 0.4201 0.003 0.004 0.026 0.1256
H 1.2650 -0.7739 3.0292 -0.012 0.021 0.051 0.1193
H 0.9494 3.4005 -1.7715 0.023 -0.010 -0.006 0.1313
H 3.2665 3.9644 1.7812 -0.013 -0.011 -0.018 0.1272
H -2.5236 -4.3011 2.4606 0.081 -0.048 0.268 0.1124
H -4.8295 -3.0051 0.5269 -0.006 0.014 0.009 0.0900
H 2.7217 4.7816 -0.5460 -0.011 -0.001 -0.013 0.1286
H -2.8452 -4.5281 -0.9153 -0.067 0.049 -0.073 0.1568
H 3.9251 2.9321 0.5098 -0.001 0.008 0.025 0.1391
H 2.5344 2.6523 -1.7047 -0.147 0.154 0.284 0.0737
```
Forces are in eV/Å.

As for the net charge: +1. As for the LUMO energy: -0.1859 Ha.

Record 3
H2NO3S | ωB97M-V/def2-TZVPD

Geometry as XYZ:
```
7
Properties=species:S:1:pos:R:3:forces:R:3:lowdin_charge:R:1
S 1.7561 -0.5356 -0.0296 -1.346 0.544 -0.387 0.6617
O 1.7169 0.9346 0.7054 -0.012 -0.466 1.437 -0.5366
O 0.4565 -1.2873 0.0232 0.946 0.329 0.493 -0.5966
O -2.1939 -0.1250 0.1507 1.743 -2.901 3.193 -0.1209
N 1.6153 0.8646 -0.8028 0.333 -0.310 -1.375 -0.4129
H -2.1319 0.5342 -0.4756 0.660 2.126 -2.034 -0.0429
H -1.2190 -0.3854 0.4286 -2.325 0.677 -1.327 0.0483
```
Forces are in eV/Å.

As for the net charge: -1. As for the LUMO energy: 0.1471 Ha.

Record 4
C7H12 | ωB97M-V/def2-TZVPD

Geometry as XYZ:
```
19
Properties=species:S:1:pos:R:3:forces:R:3:lowdin_charge:R:1
C -0.6423 0.9017 0.1761 0.032 -0.172 -0.091 -0.2306
C -1.6843 -1.0999 1.4681 0.016 -0.070 0.204 -0.1371
C -1.8680 0.1455 0.6538 -0.053 0.129 0.043 -0.3121
C -2.1051 -1.2002 0.0289 -0.071 -0.108 -0.168 -0.1290
C 1.4756 0.4047 -0.9928 -0.013 0.104 0.126 -0.3224
C 2.9665 0.3884 -0.6666 0.123 -0.020 -0.001 -0.1198
C 0.6018 0.1083 0.1524 -0.070 0.290 -0.299 0.0366
H -3.1216 -1.5053 -0.2000 0.139 0.055 0.066 0.0951
H -2.4207 -1.3347 2.2299 0.066 0.075 -0.119 0.0961
H -0.3263 1.6361 0.9513 0.028 -0.079 -0.065 0.1492
H -0.8681 1.4957 -0.7294 0.056 -0.145 0.070 0.1128
H 1.2244 -0.5049 -1.5831 -0.013 0.103 0.046 0.1400
H 3.2080 1.2373 -0.0188 0.017 -0.119 -0.106 0.0713
H -0.6572 -1.3583 1.7042 -0.221 -0.014 -0.012 0.0791
H 3.2286 -0.5265 -0.1285 -0.025 0.125 -0.089 0.0723
H -2.7437 0.7590 0.8558 0.144 -0.116 -0.033 0.1295
H 1.1948 1.2639 -1.6291 0.030 -0.029 0.158 0.1053
H -1.3627 -1.5377 -0.6935 -0.118 0.020 0.160 0.0961
H 3.5764 0.4686 -1.5711 -0.066 -0.027 0.110 0.0678
```
Forces are in eV/Å.

As for the LUMO energy: 0.0143 Ha.